Record 1
# C3H2FNOS

C3H2FNOS in the gas phase (ωB97M-V/def2-TZVPD, OMol25).

The LUMO energy comes out at 0.023 Ha. The SMILES is Fc1ncoc1S. The calculation puts the frontier orbital gap at 0.34015 Eh.

Each line ends with the natural charge from an NBO analysis.
Geometry (Å):
S1 -2.051 -0.215 -0.002  0.064
F1 0.519 2.032 0.004  -0.288
O1 0.324 -1.425 0.006  -0.404
N1 1.906 0.143 0.000  -0.464
C1 0.671 0.732 -0.010  0.428
C2 1.643 -1.125 -0.001  0.323
C3 -0.310 -0.208 0.003  -0.011
H1 2.312 -1.983 -0.005  0.203
H2 -2.125 1.130 0.019  0.150

***

Record 2
# C2H10O2S

3 unconnected molecules or ions with the total composition C2H10O2S (ωB97M-V/def2-TZVPD, OMol25).

The LUMO energy comes out at 0.015 Ha. The SMILES is CCS.O.O. The calculation puts the frontier orbital gap at 0.35395 Eh.

Each line ends with the natural charge from an NBO analysis.
Geometry (Å):
S1 0.158 -1.355 0.876  -0.002
O1 -0.651 2.533 -0.024  -0.926
O2 -3.029 -0.323 -2.146  -0.952
C1 1.835 -0.892 0.561  -0.545
C2 1.975 0.567 0.068  -0.615
H1 3.160 0.791 -0.106  0.202
H2 1.521 0.609 -0.973  0.220
H3 2.095 -1.447 -0.305  0.223
H4 -0.644 2.343 0.976  0.462
H5 -3.607 0.455 -1.851  0.479
H6 2.553 -0.954 1.292  0.206
H7 -2.349 -0.500 -1.583  0.472
H8 -0.166 -0.257 1.473  0.096
H9 -0.101 3.382 0.007  0.468
H10 1.590 1.530 0.650  0.211

***

Record 3
# C4H5N2O3S

A gas-phase ion, C4H5N2O3S (charge -1) (ωB97M-V/def2-TZVPD, OMol25).

The LUMO energy comes out at 0.128 Ha. As for the net charge: -1. The calculation puts the frontier orbital gap at 0.27251 Eh.

Each line ends with the natural charge from an NBO analysis.
Geometry (Å):
S1 3.968 -0.312 -0.015  2.396
O1 3.892 -1.542 -0.829  -0.991
O2 5.182 0.457 -0.194  -0.994
O3 3.446 -0.427 1.311  -0.990
N1 0.246 1.005 0.341  -0.378
N2 0.914 2.232 0.192  -0.439
C1 2.160 2.020 -0.374  -0.163
C2 -0.013 -1.445 0.171  -0.719
C3 0.700 -0.174 -0.048  0.217
C4 2.775 0.912 -0.724  -0.205
H1 -0.684 1.174 0.827  0.365
H2 -0.617 -1.346 1.133  0.191
H3 0.748 -2.307 0.119  0.263
H4 -0.809 -1.496 -0.492  0.219
H5 2.590 2.951 -0.664  0.228

***

Record 4
# C2H2FLaO

A molecular structure, C2H2FLaO (ωB97M-V/def2-TZVPD, OMol25).

The LUMO energy (alpha / beta) comes out at -0.411 / -0.413 Ha. As for the net charge: +2. The calculation puts the frontier orbital gap (alpha / beta) at 0.19823 / 0.16791 Eh.

Each line ends with the Mulliken charge.
Geometry (Å):
La1 -0.970 0.692 -2.028  2.190
F1 0.946 -1.487 1.202  -0.191
O1 0.530 0.191 -0.155  -0.625
C1 0.634 0.629 2.112  -0.413
C2 0.476 -0.213 1.075  0.547
H1 1.160 0.298 3.004  0.295
H2 0.229 1.638 2.064  0.198

***

Record 5
# C45H54ClN9O5PPbSb

A molecular structure, C45H54ClN9O5PPbSb (ωB97M-V/def2-TZVPD, OMol25).

The LUMO energy comes out at -0.025 Ha. The calculation puts the frontier orbital gap at 0.26369 Eh.

Each line ends with the Mulliken charge.
Geometry (Å):
Pb1 -8.412 -21.778 0.565  1.714
Sb1 -4.278 -22.196 0.144  0.384
Cl1 -4.664 -29.731 6.757  -0.215
P1 -9.736 -18.421 -1.292  0.552
O1 -10.194 -23.028 1.886  -0.277
O2 -6.827 -23.522 1.229  -1.397
O3 -7.331 -22.045 2.868  -0.760
O4 -5.694 -25.202 3.044  -0.114
O5 -10.902 -23.557 4.290  -0.710
N1 -7.530 -22.439 -2.036  0.537
N2 -7.710 -16.511 -1.563  0.115
N3 -9.244 -23.852 -0.370  0.326
N4 -10.061 -20.016 2.512  1.415
N5 -9.384 -16.098 0.208  0.259
N6 -7.622 -19.067 2.105  0.387
N7 -9.803 -24.785 0.454  -0.601
N8 -9.521 -19.347 3.420  -0.632
N9 -9.874 -15.755 -2.170  0.158
C1 -2.634 -21.420 -0.993  -0.891
C2 -11.861 -25.711 4.686  -0.848
C3 -11.510 -27.481 3.052  -0.792
C4 -2.881 -21.619 2.850  -1.358
C5 -8.216 -23.487 -2.469  0.915
C6 -7.468 -27.403 2.899  -1.202
C7 -14.176 -20.040 2.406  -0.528
C8 -10.180 -24.269 1.616  0.338
C9 -4.034 -27.422 5.544  -0.684
C10 -4.257 -24.187 -0.654  -0.387
C11 -10.485 -17.082 -2.336  -0.964
C12 -13.606 -19.402 3.514  -0.640
C13 -6.805 -23.122 2.410  1.286
C14 -4.300 -26.345 4.708  -0.598
C15 -3.184 -22.764 1.937  -0.220
C16 -8.491 -15.726 -2.528  -0.916
C17 -8.131 -19.162 3.313  0.292
C18 -3.067 -25.022 -0.262  -1.311
C19 -5.503 -18.554 3.028  -1.231
C20 -11.466 -20.035 2.598  -0.521
C21 -6.802 -21.724 -2.888  -0.693
C22 -6.305 -24.059 3.501  -0.842
C23 -6.634 -22.126 -4.186  -0.925
C24 -11.149 -24.858 3.863  0.380
C25 -12.231 -19.423 3.610  -0.558
C26 -8.114 -23.933 -3.805  -0.890
C27 -6.324 -18.807 1.950  0.242
C28 -9.007 -24.297 -1.557  -1.026
C29 -10.008 -15.268 -0.796  -1.031
C30 -9.953 -17.461 0.294  -0.025
C31 -11.922 -27.034 4.292  -0.257
C32 -7.971 -16.095 -0.177  -0.870
C33 -3.094 -20.619 -2.197  -1.115
C34 -12.047 -20.578 1.462  0.927
C35 -7.263 -23.277 -4.644  -0.507
C36 -7.909 -17.957 -1.662  0.486
C37 -6.058 -28.416 4.779  -0.703
C38 -7.361 -18.921 4.500  -0.987
C39 -10.893 -26.576 2.189  -0.244
C40 -6.365 -27.363 3.910  1.005
C41 -4.964 -28.465 5.622  0.064
C42 -13.445 -20.661 1.450  -1.451
C43 -5.443 -26.302 3.937  0.037
C44 -10.728 -25.247 2.571  0.113
C45 -6.028 -18.645 4.322  -0.402
H1 -10.310 -17.300 -3.413  0.422
H2 -3.048 -25.292 0.802  0.228
H3 -5.726 -23.489 4.203  0.369
H4 -8.750 -24.787 -4.151  0.393
H5 -2.223 -20.499 -2.796  0.426
H6 -10.505 -26.970 1.292  0.442
H7 -7.275 -18.496 -0.949  -0.685
H8 -7.398 -16.797 0.436  0.120
H9 -12.311 -25.312 5.631  0.370
H10 -11.609 -16.972 -2.208  0.365
H11 -3.630 -25.529 4.750  0.534
H12 -7.542 -15.083 -0.107  0.341
H13 -2.389 -20.868 2.258  0.361
H14 -5.253 -24.588 -0.433  0.165
H15 -3.908 -20.971 -2.786  0.182
H16 -7.764 -28.429 2.744  0.485
H17 -9.285 -25.308 -1.826  0.383
H18 -14.270 -18.948 4.248  0.401
H19 -3.697 -23.633 2.363  -0.054
H20 -7.850 -19.092 5.449  0.519
H21 -6.602 -29.354 4.714  0.336
H22 -15.231 -20.057 2.270  0.418
H23 -7.181 -26.869 1.969  0.146
H24 -2.309 -21.900 3.748  0.351
H25 -11.043 -17.329 0.377  0.596
H26 -3.136 -27.338 6.139  0.417
H27 -11.065 -15.123 -0.511  0.311
H28 -9.586 -18.013 1.191  -0.485
H29 -7.153 -24.368 4.074  0.722
H30 -6.401 -20.824 -2.467  0.840
H31 -8.317 -16.189 -3.541  0.354
H32 -2.162 -24.545 -0.477  0.380
H33 -3.793 -21.111 3.202  0.237
H34 -9.528 -14.249 -0.777  0.356
H35 -4.458 -18.321 2.834  0.471
H36 -6.149 -18.788 0.879  0.232
H37 -13.894 -21.077 0.602  0.521
H38 -7.606 -18.259 -2.679  0.402
H39 -11.814 -18.880 4.432  0.448
H40 -3.473 -19.562 -1.970  0.248
H41 -3.085 -25.983 -0.859  0.342
H42 -4.210 -24.010 -1.731  0.528
H43 -5.314 -18.416 5.106  0.385
H44 -8.449 -26.949 3.135  0.147
H45 -11.506 -28.541 2.791  0.375
H46 -1.960 -20.808 -0.447  0.528
H47 -2.214 -23.120 1.513  0.489
H48 -5.917 -21.603 -4.845  0.397
H49 -10.647 -23.094 3.470  0.212
H50 -11.441 -20.948 0.622  0.415
H51 -12.254 -27.792 5.006  0.368
H52 -8.136 -14.711 -2.466  0.315
H53 -7.164 -23.609 -5.675  0.422
H54 -2.073 -22.302 -1.301  0.401

***

Record 6
# C3H5N3O

C3H5N3O in the gas phase (ωB97M-V/def2-TZVPD, OMol25).

The LUMO energy comes out at 0.012 Ha. The SMILES is [H]/N=C/N(C=O)/C=N/[H]. The calculation puts the frontier orbital gap at 0.34866 Eh.

Each line ends with the natural charge from an NBO analysis.
Geometry (Å):
O1 -2.635 0.359 -0.123  -0.529
N1 -0.427 -0.170 -0.125  -0.554
N2 1.293 1.689 0.350  -0.564
N3 1.861 -0.853 -0.062  -0.622
C1 -1.835 -0.487 0.256  0.549
C2 0.655 -1.144 -0.164  0.285
C3 0.047 1.190 -0.188  0.219
H1 1.183 2.801 -0.221  0.324
H2 -0.680 1.950 -0.629  0.195
H3 -0.089 -2.034 0.130  0.134
H4 -2.090 -1.634 0.837  0.171
H5 2.717 -1.667 -0.063  0.392